C6H12N3O | wB97M-V/def2-TZVPD

Computed properties:
Total charge: +1
Spin multiplicity: 1
Gap between HOMO and LUMO (alpha / beta), eV: 9.7961 / 5.5079

Geometry as XYZ:
```
22
Properties=species:S:1:pos:R:3:forces:R:3
O 2.654 1.417 -0.352 0.522 0.447 0.163
N 1.700 -0.533 -0.196 -0.059 -0.074 1.200
N 4.776 -0.769 0.714 -1.816 -0.493 0.982
N 2.779 0.050 -0.336 2.827 -2.136 -1.691
C -1.245 -0.382 -1.270 2.306 1.374 -1.209
C 1.389 1.603 -0.362 -2.201 3.856 1.378
C -0.730 0.101 0.088 0.147 -0.310 -0.506
C -0.822 -1.108 0.933 -1.469 -2.811 1.734
C 0.729 0.398 -0.129 -1.982 0.414 0.027
C -1.600 1.307 0.544 -0.308 1.364 1.117
H -1.304 1.755 1.555 0.398 -0.475 -1.442
H 4.601 -1.758 0.486 -0.058 0.209 -0.033
H -2.246 -0.685 -1.102 -0.956 -0.252 -0.626
H -1.020 0.485 -1.889 -1.393 0.217 -0.710
H -1.554 2.145 -0.268 -0.530 -1.497 1.552
H -1.884 -1.405 1.265 1.269 0.594 -1.193
H -0.321 -2.048 0.552 -0.645 1.215 -0.060
H 1.004 2.700 -0.296 0.795 -2.248 -0.535
H 5.670 -0.557 0.338 1.212 0.546 -0.865
H -2.671 1.020 0.884 1.604 0.138 -1.546
H -0.397 -0.971 1.882 0.985 0.424 1.533
H -0.564 -1.095 -1.766 -0.650 -0.501 0.731
```
Forces are in eV/Å.

C6H12N3O2S | wB97M-V/def2-TZVPD

Computed properties:
Total charge: +1
Spin multiplicity: 1
Gap between HOMO and LUMO, eV: 9.0106

Geometry as XYZ:
```
24
Properties=species:S:1:pos:R:3:forces:R:3
S 2.130 -0.698 0.430 2.751 -0.354 -1.592
O 2.180 0.847 1.034 2.212 0.454 -0.083
O 1.248 -0.648 -0.719 -0.499 0.224 0.198
N -1.445 -0.103 -0.122 1.476 2.149 -2.943
N 3.740 -0.871 -0.317 0.409 -1.073 2.693
N -1.903 -2.332 0.683 0.923 -0.228 0.063
C -1.254 0.396 1.073 1.405 2.071 -0.884
C -0.516 1.901 -1.192 -1.031 -0.841 -2.837
C -1.083 0.684 -1.385 -1.465 -2.321 3.643
C -1.982 -1.488 -0.368 -0.553 2.205 -3.798
C -0.678 1.682 1.158 0.925 1.485 2.162
C -0.330 2.392 0.065 -1.215 -2.658 -0.180
H -2.925 -1.070 -0.941 0.598 -2.065 1.554
H 3.979 -0.958 -1.304 -1.155 0.364 0.018
H -1.362 -1.873 -1.176 0.140 0.089 -0.047
H -0.294 2.279 2.069 -1.341 -1.996 -0.756
H -1.377 -0.143 1.966 -0.572 -1.111 0.633
H -1.398 -3.194 0.601 -0.031 -0.027 -0.156
H 0.143 3.264 0.140 1.726 3.533 0.602
H -1.384 0.135 -2.297 0.507 0.636 0.647
H 3.120 1.227 1.209 -2.073 -1.245 -0.606
H -2.644 -2.324 1.285 -2.041 -0.419 1.906
H -0.288 2.498 -2.080 0.111 -0.259 0.339
H 4.323 -1.603 0.189 -1.207 1.388 -0.577
```
Forces are in eV/Å.

C6H12N3O3 | wB97M-V/def2-TZVPD

Computed properties:
Total charge: +1
Spin multiplicity: 1
SMILES string: CC1(C)C[C@@](N)(ON=O)OC1=[NH2+]
Gap between HOMO and LUMO, eV: 9.9619

Geometry as XYZ:
```
24
Properties=species:S:1:pos:R:3:forces:R:3
O -0.941 -0.561 -1.224 0.400 0.203 -0.374
O -2.111 -0.257 0.674 0.775 1.598 -0.030
O -2.413 1.971 0.755 -0.069 -0.649 -0.144
N -1.845 -2.406 0.156 1.201 2.667 0.224
N 0.097 1.270 -1.980 1.431 2.472 -0.739
N -1.773 1.172 0.244 -1.319 -0.678 0.784
C 0.172 -1.187 0.682 2.495 0.287 2.477
C 2.210 0.086 -0.290 -1.259 -0.186 -0.422
C -0.127 0.440 -0.987 1.551 -0.636 -1.589
C 0.529 1.338 1.297 4.202 -1.329 -0.475
C 0.783 0.208 0.250 -1.431 -0.354 -0.815
C -1.134 -1.160 0.093 -4.968 -1.216 0.541
H 2.346 1.008 -0.836 1.109 0.096 -0.010
H -0.485 1.263 -2.849 0.626 -0.167 1.256
H 1.428 1.223 1.946 -0.460 0.720 -0.283
H 0.673 -2.103 0.261 0.076 1.176 0.371
H -0.224 1.057 1.914 -2.482 -0.609 1.758
H 2.285 -0.779 -0.956 -0.127 0.294 -0.249
H 0.142 -1.293 1.823 -0.072 0.097 -1.698
H 0.415 2.352 0.964 0.152 0.283 -0.444
H 0.856 2.082 -1.951 -2.324 -2.599 0.204
H -1.225 -3.141 0.038 1.220 -1.897 -0.215
H -2.566 -2.457 -0.508 -1.335 -0.020 -0.834
H 2.908 -0.126 0.486 0.606 0.448 0.705
```
Forces are in eV/Å.

C6H12N3O3 | wB97M-V/def2-TZVPD

Computed properties:
Total charge: +1
Spin multiplicity: 1
Gap between HOMO and LUMO (alpha / beta), eV: 8.9003 / 8.9012

Geometry as XYZ:
```
24
Properties=species:S:1:pos:R:3:forces:R:3
O -0.081 2.976 0.418 -1.185 1.041 0.970
O 1.605 2.390 -0.757 -0.908 -1.336 0.845
O -0.591 0.748 1.324 -2.630 -1.166 0.714
N 2.042 0.163 1.421 -4.680 -0.135 -1.096
N 0.645 2.143 -0.014 1.583 1.031 -2.104
N -2.182 -0.727 2.118 0.820 4.692 0.296
C 0.311 0.770 0.309 5.616 -1.352 2.229
C 0.058 -0.278 -0.705 0.406 -1.587 -1.138
C -1.202 -0.433 1.290 0.484 -1.488 0.880
C 1.411 -0.794 -1.439 -1.705 -0.522 1.810
C -0.571 -1.361 0.280 -1.049 -0.991 -1.031
C -0.975 0.277 -1.718 -0.119 -0.432 -0.098
H -2.715 -1.508 2.291 -0.543 -3.029 -0.672
H -1.002 1.366 -1.746 -0.429 -0.013 0.267
H -2.658 0.015 2.673 1.169 -0.079 -0.558
H -1.951 -0.206 -1.596 -0.046 0.608 0.265
H -0.703 0.009 -2.719 0.422 -0.275 -0.535
H 2.723 0.347 0.738 1.311 0.653 -1.072
H 1.219 -1.307 -2.375 -0.439 0.379 -0.225
H 1.991 0.925 2.081 0.289 0.514 0.181
H 1.845 -1.621 -0.799 0.198 1.579 -0.456
H 0.301 -2.012 0.670 -1.654 1.102 -0.074
H -1.458 -2.028 -0.160 2.253 1.305 0.697
H 1.937 0.144 -1.588 0.838 -0.498 -0.094
```
Forces are in eV/Å.

C6H12N4 | wB97M-V/def2-TZVPD

Computed properties:
Total charge: 0
Spin multiplicity: 1
Gap between HOMO and LUMO, eV: 7.6143

Geometry as XYZ:
```
22
Properties=species:S:1:pos:R:3:forces:R:3
N 0.191 -0.885 1.134 -1.595 0.562 -0.379
N 2.917 -0.671 0.647 0.019 0.020 0.009
N -0.469 0.238 -0.657 0.637 1.162 0.051
N -2.062 -0.016 1.634 0.567 0.103 -0.924
C 2.051 -0.037 -0.216 0.270 0.418 0.044
C 0.642 -0.170 0.204 -0.749 -0.607 -1.337
C -1.461 -0.761 0.627 0.903 -1.414 2.013
C 2.421 0.603 -1.340 -0.200 0.071 0.440
C -2.117 -1.734 -0.053 0.067 -0.068 -0.008
C -0.912 1.638 -0.675 0.363 -0.131 -0.121
H -3.058 -0.144 1.715 0.112 0.086 0.180
H 3.465 0.750 -1.576 0.072 -0.194 -0.108
H 3.869 -0.351 0.683 -0.046 -0.063 0.041
H -1.059 1.961 0.351 0.007 0.020 0.082
H -2.990 -2.191 0.389 -0.107 0.143 0.010
H 2.504 -1.010 1.502 0.103 0.060 0.015
H -0.187 2.292 -1.160 -0.061 0.101 -0.073
H -1.661 -2.247 -0.887 0.066 0.017 -0.012
H 1.702 1.056 -2.003 -0.086 0.034 0.079
H -0.416 -0.155 -1.591 -0.102 -0.112 0.019
H -1.875 1.684 -1.185 0.091 -0.013 -0.028
H -1.497 0.148 2.455 -0.330 -0.194 0.006
```
Forces are in eV/Å.

C6H12N4 | wB97M-V/def2-TZVPD

Computed properties:
Total charge: 0
Spin multiplicity: 1
Gap between HOMO and LUMO (alpha / beta), eV: 7.4598 / 7.4511

Geometry as XYZ:
```
22
Properties=species:S:1:pos:R:3:forces:R:3
N 0.243 -0.202 -0.093 2.171 -3.258 -0.448
N 2.875 -0.764 -0.040 2.250 2.758 0.487
N 0.612 -1.455 -0.249 -1.800 4.972 0.496
N 3.712 1.443 0.331 -0.568 -0.556 0.876
C -1.492 0.681 1.196 0.117 0.923 -0.142
C 3.360 0.335 -0.309 0.181 0.872 -0.992
C -1.981 -1.322 -0.044 -2.960 0.394 0.514
C -1.161 0.037 -0.080 -1.617 -1.123 -2.721
C -1.501 0.987 -1.280 1.896 -3.480 -1.787
C 1.970 -1.596 -0.104 -1.853 -4.837 -0.596
H 4.201 2.163 -0.232 -0.904 -0.652 1.172
H 3.282 1.585 1.288 1.180 0.401 -1.492
H -0.941 1.575 1.443 0.073 0.307 -0.094
H -3.132 -1.226 0.256 2.286 0.660 -0.496
H -2.535 0.801 1.134 -1.358 0.812 0.433
H -1.585 -1.858 0.796 0.326 -0.548 0.340
H -1.618 0.325 -2.234 0.152 1.358 1.568
H -0.715 1.694 -1.462 0.878 0.094 -0.044
H -1.319 -0.075 1.878 0.452 -1.149 2.213
H 2.155 -2.675 -0.184 0.725 0.404 0.501
H -2.315 1.592 -1.156 -2.621 1.029 0.603
H -2.114 -2.046 -0.855 0.994 0.618 -0.391
```
Forces are in eV/Å.

C6H12N6S3 | wB97M-V/def2-TZVPD

Computed properties:
Total charge: +2
Spin multiplicity: 1
Gap between HOMO and LUMO, eV: 5.7074

Geometry as XYZ:
```
27
Properties=species:S:1:pos:R:3:forces:R:3
S 2.357 1.377 0.920 0.275 -1.113 1.296
S 2.293 -3.426 0.639 0.009 0.286 -0.655
S -8.973 -1.580 -1.428 0.351 0.165 2.210
N -8.487 -2.806 -0.502 0.961 2.595 3.076
N 2.152 2.649 -0.042 2.888 0.351 -0.736
N -8.165 -0.802 0.887 0.989 -2.321 3.638
N 1.900 -1.716 0.727 -0.292 -2.752 0.217
N 2.477 -1.858 -1.440 0.146 1.266 0.600
N 2.348 0.235 -0.428 -0.147 0.314 -0.966
C 2.581 0.983 -1.716 1.658 -0.203 2.095
C -8.681 -0.395 -0.207 -0.939 1.403 -3.209
C 3.021 2.421 -1.236 0.858 -2.808 2.270
C -8.021 -2.000 1.179 -1.457 -0.496 -4.442
C 2.186 -1.070 -0.369 1.201 1.533 -0.686
C 2.250 -3.240 -1.177 -2.800 -1.690 -0.822
H 1.209 -3.545 -1.620 1.588 0.588 1.087
H 4.121 2.336 -0.849 -2.057 0.500 -0.828
H 3.108 -1.425 -2.104 -0.105 -0.834 -0.111
H 3.385 0.471 -2.264 -0.337 0.430 -0.135
H -8.823 -3.744 -0.549 -0.291 -0.765 -0.546
H 1.226 2.907 -0.131 -2.139 0.784 -0.878
H 2.889 3.066 -2.035 -0.165 1.723 -1.148
H 1.648 0.992 -2.196 -1.071 0.140 -1.197
H -8.849 0.682 -0.237 -0.153 -0.307 -1.083
H 2.904 -3.962 -1.622 0.874 0.106 -0.222
H 1.729 -1.459 1.660 -0.287 1.391 0.811
H -7.885 -2.690 1.980 0.441 -0.285 0.362
```
Forces are in eV/Å.

C6H12NO | wB97M-V/def2-TZVPD

Computed properties:
Total charge: -1
Spin multiplicity: 1
SMILES string: C=CC[C@H](C[O-])NC
Gap between HOMO and LUMO, eV: 5.9892

Geometry as XYZ:
```
20
Properties=species:S:1:pos:R:3:forces:R:3
O 0.820 -2.752 0.929 0.206 0.558 -0.216
N 0.615 -0.374 -1.107 -0.275 0.586 -0.170
C 0.149 -1.440 -1.971 -0.107 -0.614 0.403
C -0.011 0.887 0.899 -0.260 -0.129 -0.226
C 0.177 -0.501 0.282 0.473 -0.276 0.426
C 1.104 -1.425 1.122 -0.408 -1.547 -0.131
C -1.292 1.563 0.503 0.339 -0.083 0.307
C -1.419 2.864 0.296 -0.087 0.350 -0.193
H 2.160 -1.193 0.818 0.045 0.396 0.237
H -0.560 3.523 0.376 0.045 -0.080 -0.083
H -2.351 3.351 0.025 -0.075 -0.181 0.086
H 0.839 1.496 0.598 0.132 0.244 0.093
H 1.617 -0.255 -1.146 0.066 -0.288 0.099
H 0.969 -1.175 2.203 0.212 0.492 0.002
H -2.146 0.894 0.487 -0.204 0.097 -0.215
H -0.009 0.819 1.990 0.081 -0.171 0.046
H -0.741 -1.094 0.275 -0.305 0.329 0.044
H -0.847 -1.184 -2.356 0.105 -0.090 -0.160
H 0.840 -1.606 -2.794 0.018 0.212 -0.284
H 0.087 -2.398 -1.429 -0.002 0.195 -0.064
```
Forces are in eV/Å.

C6H12NO | wB97M-V/def2-TZVPD

Computed properties:
Total charge: +1
Spin multiplicity: 1
Gap between HOMO and LUMO, eV: 10.0381

Geometry as XYZ:
```
20
Properties=species:S:1:pos:R:3:forces:R:3
O -1.430 -0.162 2.161 0.060 0.481 -1.169
N 0.930 -1.233 0.316 0.311 -1.546 -0.602
C -2.126 1.096 0.076 -2.809 -2.193 4.105
C 1.266 1.397 0.482 2.723 -1.956 -0.881
C 0.999 1.072 -1.021 -2.455 0.389 3.117
C -1.344 0.303 1.090 2.621 -0.521 -2.362
C 0.172 -2.187 -0.561 0.013 -1.249 -0.854
C 0.479 0.126 0.091 -1.694 2.608 1.984
H 0.881 -1.632 1.237 -0.844 0.716 1.330
H 2.435 1.264 0.735 -2.936 0.468 -0.264
H 1.780 0.836 -1.655 1.682 -0.710 -0.886
H -2.605 0.394 -0.627 -0.140 0.283 0.532
H 0.449 -3.340 -0.414 -0.429 2.803 -0.136
H -1.513 1.693 -0.442 2.226 2.292 -1.733
H 0.274 1.725 -1.496 -0.124 -0.338 -0.096
H 1.898 -1.403 0.161 1.535 0.327 -0.774
H 0.724 2.203 0.997 0.434 -0.438 -0.331
H -2.800 1.655 0.775 -0.204 -0.182 -1.345
H -0.887 -1.984 -0.312 0.547 -0.485 -0.394
H 0.415 -1.824 -1.592 -0.517 -0.750 0.761
```
Forces are in eV/Å.

C6H12NO3 | wB97M-V/def2-TZVPD

Computed properties:
Total charge: +1
Spin multiplicity: 3
Expectation value of S²: 2.005
Gap between HOMO and LUMO (alpha / beta), eV: 5.6556 / 7.7441

Geometry as XYZ:
```
22
Properties=species:S:1:pos:R:3:forces:R:3
O -0.600 -1.167 2.568 -1.673 1.151 0.785
O 1.786 1.021 -1.073 2.994 1.410 -0.619
O 1.255 -1.190 -0.921 2.579 1.996 -0.552
N 0.331 0.398 0.628 0.257 -1.315 0.178
C 1.374 -0.082 1.657 -1.895 -2.346 0.011
C -1.263 0.542 -2.554 -5.660 3.295 -7.927
C 0.499 -0.299 2.942 1.696 -5.536 -0.168
C 0.840 0.147 -0.872 -3.662 -2.164 -0.685
C -2.472 0.618 -3.335 2.952 -2.125 0.887
C -0.380 0.294 -1.772 6.879 -3.320 9.061
H 1.758 -1.034 1.099 -0.194 1.699 1.932
H 2.736 0.750 -0.974 -1.205 -0.184 -0.014
H 2.111 0.641 1.989 0.272 0.279 -0.965
H 0.296 0.589 3.408 -1.170 2.400 0.841
H 0.259 1.398 0.809 -0.977 0.043 -0.452
H 0.665 -1.872 -0.668 -1.617 -0.667 0.219
H -2.359 0.193 -4.296 0.944 0.436 -1.760
H -0.577 -0.236 0.727 1.820 1.919 0.342
H -1.339 -1.152 3.259 1.628 0.046 -1.357
H 0.985 -0.979 3.740 0.314 1.548 -1.282
H -3.111 -0.153 -3.072 -2.510 -1.381 1.694
H -2.796 1.573 -3.289 -1.772 2.817 -0.169
```
Forces are in eV/Å.

C6H12NO4 | wB97M-V/def2-TZVPD

Computed properties:
Total charge: -1
Spin multiplicity: 1
Gap between HOMO and LUMO, eV: 6.9857

Geometry as XYZ:
```
23
Properties=species:S:1:pos:R:3:forces:R:3
O 2.527 -0.105 0.925 -0.263 0.138 0.107
O 1.265 1.081 -2.439 -0.001 -0.912 0.254
O 0.874 -1.235 -2.103 -1.414 1.219 -0.622
O 1.093 1.692 0.056 0.192 0.927 0.686
N 1.224 -0.599 0.520 1.500 -0.486 0.873
C 0.513 -1.346 1.568 0.423 2.082 2.007
C 0.439 0.080 -1.827 -0.882 2.392 1.608
C -0.917 -1.092 1.190 -3.128 1.658 0.613
C 0.442 0.584 0.043 0.189 -1.676 -1.929
C -1.986 0.936 -0.311 -2.119 -1.754 2.346
C -0.963 0.388 0.740 -0.188 2.102 -0.978
H 0.778 -2.395 1.672 0.193 -0.100 -0.373
H -1.238 1.090 1.607 1.527 -0.908 -0.710
H -1.251 -1.596 0.327 0.002 -1.288 -1.129
H 2.450 0.890 0.678 -0.641 -1.225 0.268
H 1.801 1.520 -1.733 -0.931 -0.372 0.120
H -0.614 0.343 -2.127 1.236 -1.304 -0.476
H -1.656 1.735 -0.887 1.005 1.710 -0.498
H -1.801 -1.221 1.933 1.917 -0.223 -0.601
H -2.968 1.192 0.151 0.659 0.365 0.172
H 0.668 -0.868 2.629 0.035 -0.636 -1.594
H 1.670 -1.324 -1.592 0.613 -0.207 0.889
H -2.352 0.249 -1.020 0.076 -1.502 -1.032
```
Forces are in eV/Å.

C6H12NO5 | wB97M-V/def2-TZVPD

Computed properties:
Total charge: +1
Spin multiplicity: 1
Gap between HOMO and LUMO (alpha / beta), eV: 7.9011 / 7.8985

Geometry as XYZ:
```
24
Properties=species:S:1:pos:R:3:forces:R:3
O 1.807 -1.791 -0.833 1.710 2.554 -0.486
O -3.388 -0.029 0.061 0.532 1.016 0.220
O -1.243 -1.798 1.292 1.986 0.002 0.325
O 3.390 0.698 0.812 0.900 0.678 2.042
O -0.087 1.314 -0.505 -1.371 -1.732 0.016
N -1.032 -1.044 -0.957 -0.345 0.839 -0.336
C 1.995 -0.958 0.177 -3.834 -0.923 -1.011
C -1.056 0.386 -0.093 0.747 -1.588 -0.092
C -0.611 -0.935 0.479 3.264 1.366 -1.417
C 1.099 1.398 0.250 0.035 0.182 2.440
C 2.319 0.469 -0.015 0.784 0.027 -3.919
C -2.426 1.009 -0.002 1.237 1.070 -2.261
H -4.243 0.398 -0.029 -0.396 -0.235 0.068
H 0.809 1.473 1.362 0.830 -0.552 -1.470
H 4.211 1.053 0.428 -0.852 -0.182 -0.221
H 1.475 2.343 -0.022 0.420 1.354 -0.176
H 2.753 0.659 -1.095 -1.629 -0.576 1.508
H -2.388 1.811 0.735 -0.339 -0.640 1.085
H -1.908 -1.500 -1.182 -0.714 0.345 0.614
H 1.619 -2.676 -0.594 -0.297 -1.609 0.868
H -2.451 1.705 -0.905 -0.615 -1.242 0.353
H -0.457 -1.235 -1.767 1.125 0.468 0.240
H -2.097 -1.475 1.223 -3.713 0.181 0.693
H 1.910 -1.275 1.181 0.533 -0.802 0.919
```
Forces are in eV/Å.

Q: Which DFT total energy values were calculated for the entries above? A: -12919.8547 -25808.3552 -17019.2885 -17016.4421 -12373.1985 -12372.3894 -47843.0812 -9952.7178 -9943.7568 -14033.4592 -16094.2489 -18131.7095, in eV.